Density functional theory data (ωB97M-V/def2-TZVPD) for a molecular structure, C26H45HfN3P2.

Output
Highest occupied orbital energy: -0.522 hartree
Energy relative to the best compared isomer or geometry (same formula, charge and spin): 0.0 kJ/mol
LUMO: -6.944 eV
Orbital gap: 7.3 eV
Total charge: +2

Last column: Mulliken charge in e.
Positions of all 77 atoms, in Å:
1 Hf 0.036 -0.223 0.131  -0.359
2 C 2.206 -0.969 -0.992  0.514
3 C 2.190 0.421 -0.585  0.780
4 C 2.345 -0.917 1.299  0.445
5 C 2.386 -1.770 0.161  1.013
6 C 2.227 0.442 0.862  0.733
7 C 2.372 -1.446 -2.393  -1.548
8 H 1.892 -0.774 -3.114  0.218
9 H 1.945 -2.447 -2.532  0.356
10 H 3.440 -1.502 -2.656  0.390
11 C 2.732 -3.214 0.185  -1.537
12 H 2.647 -3.683 -0.793  0.443
13 H 2.115 -3.802 0.869  0.161
14 H 3.768 -3.360 0.508  0.366
15 C 2.622 -1.332 2.704  -1.782
16 H 3.684 -1.174 2.951  0.381
17 H 2.413 -2.398 2.891  0.404
18 H 2.032 -0.755 3.434  0.274
19 C 2.529 1.662 1.658  -1.685
20 H 3.597 1.910 1.588  0.317
21 H 2.286 1.555 2.716  0.516
22 H 1.970 2.518 1.269  0.269
23 C 2.571 1.561 -1.464  -1.208
24 H 3.645 1.542 -1.712  0.322
25 H 2.379 2.520 -0.983  0.538
26 H 2.019 1.578 -2.409  0.193
27 C -1.757 1.377 -1.340  0.155
28 C -0.632 1.469 -2.119  0.172
29 C -0.313 2.752 -2.855  -1.594
30 C 0.301 3.917 -2.021  -1.849
31 C 0.306 3.691 -0.533  -0.320
32 C -0.820 3.633 0.161  -0.210
33 C -2.161 3.810 -0.510  -1.494
34 C -2.696 2.578 -1.266  -1.595
35 H -1.216 3.120 -3.367  0.429
36 H -0.246 4.844 -2.257  0.604
37 H 0.404 2.520 -3.657  0.578
38 H -2.959 2.881 -2.290  0.560
39 H -2.259 0.441 -1.090  0.338
40 H -0.135 0.603 -2.538  0.722
41 H -3.644 2.276 -0.795  0.518
42 H -2.897 4.108 0.251  0.441
43 H -0.828 3.735 1.250  0.857
44 H -2.092 4.660 -1.215  0.372
45 H 1.327 4.085 -2.374  0.295
46 H 1.270 3.871 -0.035  1.221
47 P -1.184 -2.213 -1.494  1.074
48 C -0.522 -3.909 -1.618  -1.086
49 H -1.203 -4.535 -2.211  0.557
50 H -0.420 -4.362 -0.626  0.283
51 H 0.461 -3.920 -2.101  0.262
52 C -2.887 -2.566 -0.934  -1.267
53 H -3.334 -3.393 -1.501  0.493
54 H -3.513 -1.675 -1.055  0.379
55 H -2.876 -2.837 0.128  0.306
56 C -1.387 -1.757 -3.237  -1.381
57 H -1.897 -0.789 -3.299  0.309
58 H -1.965 -2.517 -3.775  0.524
59 H -0.394 -1.655 -3.692  0.333
60 P -1.246 0.496 2.411  1.193
61 C -0.501 1.903 3.277  -1.326
62 H -1.239 2.418 3.905  0.539
63 H -0.114 2.598 2.526  0.059
64 H 0.336 1.562 3.895  0.389
65 C -2.889 1.110 1.930  -1.219
66 H -2.793 2.024 1.331  0.039
67 H -3.492 1.305 2.824  0.623
68 H -3.394 0.357 1.315  0.346
69 C -1.598 -0.638 3.800  -1.367
70 H -2.177 -0.132 4.584  0.513
71 H -0.652 -0.989 4.233  0.368
72 H -2.158 -1.516 3.458  0.397
73 N -0.241 -1.990 1.200  0.077
74 C -0.148 -3.057 1.745  0.565
75 N -0.362 -4.076 2.423  -0.621
76 C 0.215 -5.242 2.631  0.396
77 N 0.571 -6.323 2.936  -0.467

***

Density functional theory data (ωB97M-V/def2-TZVPD) for a molecular structure, C22H15AsO5Ti.

Output
Multiplicity: 3
Highest occupied orbital energy (spin up / spin down): -0.548 / -0.548 hartree
LUMO (spin up / spin down): -8.369 / -8.898 eV
Orbital gap (spin up / spin down): 6.5 / 6.0 eV
Total charge: +2
⟨S²⟩: 2.01

Last column: Löwdin spin population.
Positions of all 44 atoms, in Å:
1 Ti -0.161 -0.335 -0.121  1.301
2 O 0.515 -2.583 -2.285  0.097
3 C 0.271 -1.763 -1.493  0.099
4 C -0.964 1.449 -0.792  0.077
5 O -1.364 2.491 -1.110  0.076
6 C 0.998 -0.211 1.574  0.084
7 O 1.653 -0.066 2.523  0.083
8 C 1.593 0.773 -0.793  0.089
9 O 2.507 1.402 -1.120  0.082
10 O -1.741 -1.017 0.701  0.007
11 As -2.717 -0.704 2.120  0.002
12 C -4.190 -1.865 1.691  0.000
13 C -5.507 -1.389 1.779  0.000
14 C -6.568 -2.230 1.424  0.000
15 C -6.317 -3.546 1.021  0.000
16 C -5.000 -4.009 0.931  0.000
17 C -3.932 -3.160 1.231  0.000
18 C -1.611 -1.369 3.560  0.000
19 C -1.235 -0.530 4.615  0.000
20 C -0.512 -1.054 5.693  0.000
21 C -0.132 -2.400 5.694  0.000
22 C -0.463 -3.221 4.609  0.000
23 C -1.203 -2.705 3.538  0.000
24 C -3.339 1.100 1.866  0.001
25 C -3.962 1.433 0.663  0.000
26 C -4.556 2.691 0.518  0.000
27 C -4.471 3.630 1.553  0.001
28 C -3.788 3.311 2.732  0.000
29 C -3.226 2.041 2.895  0.001
30 H -5.692 -0.368 2.116  0.000
31 H -7.588 -1.853 1.473  0.000
32 H -7.144 -4.211 0.775  0.000
33 H -4.791 -5.033 0.626  0.000
34 H -2.903 -3.499 1.102  0.000
35 H -1.502 0.523 4.593  0.000
36 H -0.250 -0.404 6.530  0.000
37 H 0.426 -2.809 6.538  0.000
38 H -0.155 -4.268 4.595  0.000
39 H -1.457 -3.339 2.689  0.000
40 H -4.001 0.713 -0.156  0.000
41 H -5.091 2.930 -0.403  0.000
42 H -4.939 4.610 1.441  0.000
43 H -3.705 4.045 3.538  0.000
44 H -2.722 1.774 3.820  0.000

***

Density functional theory data (ωB97M-V/def2-TZVPD) for a molecular structure, C49H59Br2CsIN15O10S2Se2.

Output
Highest occupied orbital energy: -0.062 hartree
Energy relative to the best compared isomer or geometry (same formula, charge and spin): 51.4 kJ/mol
LUMO: 2.393 eV
Orbital gap: 4.1 eV
Total charge: -2

Last column: Mulliken charge in e.
Positions of all 141 atoms, in Å:
1 Cs -0.124 0.651 0.104  0.539
2 O -3.562 0.834 -2.752  -0.427
3 C -2.628 1.123 -1.878  0.238
4 O -2.332 0.413 -0.942  0.458
5 C -1.909 2.403 -2.162  -0.102
6 C -2.162 3.160 -3.299  -0.691
7 C -1.391 4.295 -3.512  -0.546
8 C -0.400 4.612 -2.603  -0.911
9 C -0.230 3.794 -1.485  0.448
10 N -0.978 2.730 -1.273  0.312
11 C 0.940 4.074 -0.527  0.039
12 O 1.896 4.659 -1.041  -0.749
13 O 0.842 3.676 0.652  -0.457
14 H -3.884 -0.114 -2.605  -0.343
15 H -2.937 2.858 -3.985  0.563
16 H -1.551 4.911 -4.387  0.418
17 H 0.255 5.461 -2.725  0.569
18 N 2.800 -2.627 -1.283  0.488
19 C 3.691 -1.953 -0.566  0.437
20 N 4.983 -2.078 -0.899  -0.746
21 C 5.841 -1.517 -0.062  -0.023
22 N 7.161 -1.692 -0.322  -0.405
23 N 5.517 -0.851 1.054  -0.832
24 C 4.208 -0.718 1.249  0.620
25 N 3.264 -1.231 0.484  0.080
26 C 3.805 0.074 2.429  0.138
27 C 4.535 -0.009 3.614  -0.626
28 C 4.147 0.780 4.684  -0.841
29 C 3.076 1.643 4.522  -0.780
30 C 2.434 1.671 3.290  -0.394
31 N 2.776 0.894 2.282  0.787
32 H 3.136 -3.115 -2.095  0.291
33 H 1.798 -2.597 -1.086  0.246
34 H 7.390 -1.994 -1.253  0.253
35 H 7.801 -1.083 0.159  0.256
36 H 5.385 -0.671 3.677  0.585
37 H 4.680 0.730 5.626  0.374
38 H 2.751 2.288 5.324  0.499
39 H 1.630 2.366 3.093  0.264
40 O -4.552 -4.655 -0.041  -0.390
41 C -5.796 -4.022 0.024  -1.190
42 C -5.751 -2.482 0.124  2.710
43 C -7.013 -2.004 0.880  -1.240
44 O -7.264 -2.655 2.091  -0.583
45 C -5.834 -1.825 -1.252  -1.583
46 Se -4.396 -2.235 -2.519  -0.626
47 C -4.487 -1.963 0.804  -1.817
48 Se -4.077 -2.651 2.607  -0.559
49 H -4.082 -4.396 0.764  0.254
50 H -6.363 -4.404 0.889  0.360
51 H -6.331 -4.311 -0.886  0.280
52 H -7.903 -2.173 0.260  0.437
53 H -6.918 -0.917 1.047  0.301
54 H -6.415 -2.691 2.573  0.281
55 H -5.845 -0.735 -1.138  0.544
56 H -6.755 -2.126 -1.756  0.479
57 H -4.546 -0.876 0.905  0.616
58 H -3.613 -2.200 0.196  0.127
59 C -4.148 -3.301 -8.149  -1.468
60 C -3.031 -2.589 -7.416  -0.166
61 S -1.514 -2.872 -8.387  1.244
62 O -1.258 -4.286 -8.457  -0.665
63 O -1.653 -2.176 -9.643  -0.720
64 C -0.182 -2.073 -7.438  -0.565
65 C 0.198 -2.957 -6.262  -1.407
66 N 0.917 -2.209 -5.263  0.306
67 C 0.390 -1.675 -4.123  0.522
68 N 1.299 -1.013 -3.439  0.320
69 C 2.449 -1.089 -4.130  -0.689
70 C 2.249 -1.825 -5.288  -0.509
71 N 3.158 -2.094 -6.298  1.095
72 O 4.326 -1.721 -6.117  -0.664
73 O 2.775 -2.672 -7.331  -0.685
74 C -1.026 -1.803 -3.721  -1.184
75 H -5.090 -3.197 -7.616  0.401
76 H -3.900 -4.357 -8.234  0.376
77 H -4.246 -2.888 -9.151  0.360
78 H -2.887 -2.985 -6.415  0.241
79 H -3.179 -1.513 -7.380  0.376
80 H -0.571 -1.111 -7.113  0.390
81 H 0.664 -1.935 -8.107  0.452
82 H 0.816 -3.781 -6.625  0.224
83 H -0.700 -3.371 -5.799  0.740
84 H 3.350 -0.618 -3.792  0.735
85 H -1.686 -1.242 -4.384  0.549
86 H -1.143 -1.415 -2.714  -0.044
87 H -1.373 -2.834 -3.712  0.371
88 Br 5.958 4.675 -2.895  -0.246
89 C 4.562 3.469 -2.438  -0.267
90 C 4.522 2.918 -1.175  -0.581
91 C 3.500 2.020 -0.905  -0.601
92 N 2.584 1.679 -1.789  0.641
93 C 2.627 2.238 -2.981  -0.566
94 C 3.604 3.139 -3.377  -0.728
95 H 5.243 3.183 -0.419  0.594
96 H 3.411 1.568 0.070  0.696
97 H 1.845 1.943 -3.670  0.593
98 H 3.609 3.564 -4.369  0.483
99 S -1.759 -5.208 -0.842  -0.091
100 C -1.519 -4.313 0.601  -0.386
101 C -0.524 -3.402 0.443  -1.505
102 N 0.071 -3.415 -0.778  -0.063
103 C -0.470 -4.306 -1.543  -0.625
104 H -2.102 -4.491 1.481  0.690
105 H -0.199 -2.713 1.202  0.845
106 H -0.151 -4.492 -2.551  0.468
107 C 3.327 -4.743 3.499  -0.870
108 C 3.321 -3.842 2.274  -0.281
109 N 2.090 -3.095 2.255  0.804
110 C 1.512 -2.579 3.389  -0.322
111 N 0.609 -1.694 3.230  0.107
112 C -0.200 -1.246 4.335  -0.284
113 C -0.072 -2.135 5.573  -0.862
114 C 1.402 -2.463 5.777  -0.652
115 N 1.875 -3.154 4.601  0.193
116 C 3.130 -3.852 4.717  -0.628
117 H 4.263 -5.300 3.571  0.429
118 H 2.496 -5.444 3.427  0.332
119 H 3.368 -4.435 1.355  0.249
120 H 4.208 -3.186 2.295  0.171
121 H 1.996 -2.461 1.469  -0.214
122 H -1.240 -1.239 3.993  -0.035
123 H 0.078 -0.210 4.573  0.255
124 H -0.626 -3.060 5.404  0.269
125 H -0.476 -1.639 6.456  0.439
126 H 1.550 -3.117 6.645  0.432
127 H 1.972 -1.533 5.953  0.186
128 H 3.098 -4.445 5.640  0.418
129 H 3.980 -3.150 4.795  0.206
130 Br -2.718 5.276 4.695  -0.265
131 C -3.232 3.447 4.600  0.509
132 C -4.143 2.986 5.535  -0.339
133 C -4.537 1.660 5.502  -0.654
134 C -4.022 0.814 4.532  -0.584
135 C -3.116 1.293 3.606  0.107
136 C -2.694 2.621 3.623  -0.578
137 I -1.224 3.243 2.208  0.325
138 H -4.531 3.664 6.281  0.368
139 H -5.243 1.294 6.232  0.366
140 H -4.317 -0.224 4.490  0.347
141 H -2.720 0.625 2.853  0.341

***

Number 1: DFT total energy -1912.1488 Ha. Number 2: DFT total energy -4308.1942 Ha. Number 3: DFT total energy -14541.6034 Ha.